Version 1
ORCA calculation (ωB97M-V/def2-TZVPD) on a molecular structure, C25H35BF6N10O3SbSiTi.

Geometry as XYZ:
```
83
Properties=species:S:1:pos:R:3:lowdin_charge:R:1
Ti -0.7639 0.9749 1.0207 1.059
N 3.2358 1.3090 0.6267 0.032
C 2.7827 1.9627 1.8653 -0.178
C 1.9450 1.1066 2.8202 -0.465
O 2.4630 0.7012 3.8642 0.017
N 0.6289 0.8017 2.5020 -0.066
C -0.2162 0.3256 3.6041 -0.128
C -1.2021 -0.7099 3.0730 -0.574
O -1.8424 -1.4100 3.8195 0.084
O -1.2861 -0.7130 1.7331 -0.188
H 3.6353 0.3993 0.7626 0.048
H 2.5579 1.3100 -0.1105 0.026
H 2.2233 2.8606 1.6195 0.099
H 3.6565 2.2258 2.4602 0.106
H -0.8301 1.1521 3.9794 0.133
H 0.3492 -0.0940 4.4220 0.120
C 1.4531 -2.9637 2.0501 -0.019
C 1.9218 -2.4467 0.7282 -0.341
C 3.1964 -2.6627 0.1617 -0.034
C 3.1193 -2.1479 -1.1052 -0.087
N 1.8750 -1.6443 -1.2695 0.012
N 1.1359 -1.8020 -0.1254 0.135
B 1.1167 -1.2274 -2.5354 -0.634
N 1.1233 0.2560 -2.8558 -0.017
C 2.2175 0.9400 -3.2633 -0.073
C 1.8611 2.2583 -3.3616 -0.014
C 0.4955 2.2929 -2.9909 -0.344
C -0.3955 3.4893 -2.8500 -0.034
N 0.0607 1.0766 -2.7021 0.109
N -0.3574 -1.8147 -2.2693 0.139
C -0.5456 -3.1024 -2.4260 -0.012
C -1.6635 -3.5417 -1.7243 0.036
C -2.1807 -2.4423 -1.0999 -0.193
C -3.3552 -2.3278 -0.2054 0.029
N -1.3767 -1.3850 -1.4470 0.060
N 1.6289 -1.9408 -3.8110 -0.033
C 1.0899 -1.6965 -5.0319 -0.083
C 1.7404 -2.4872 -5.9433 -0.030
C 2.6951 -3.1989 -5.1788 -0.362
C 3.7060 -4.1969 -5.6581 -0.045
N 2.6158 -2.8711 -3.8994 0.118
H 1.7984 -3.9926 2.1709 0.076
H 0.3699 -2.9612 2.1011 0.066
H 1.8529 -2.3811 2.8795 0.081
H 4.0450 -3.1379 0.6318 0.099
H 3.8305 -2.1519 -1.9143 0.104
H 3.1613 0.4420 -3.4462 0.127
H 2.4848 3.0942 -3.6440 0.102
H -0.6702 3.9063 -3.8216 0.076
H 0.1138 4.2638 -2.2734 0.069
H -1.3024 3.2044 -2.3172 0.028
H 0.1598 -3.6654 -3.0226 0.144
H -2.0581 -4.5435 -1.6810 0.119
H -3.9235 -3.2549 -0.2371 0.096
H -3.9960 -1.5002 -0.5013 0.054
H -3.0222 -2.1392 0.8145 0.092
H 0.2860 -0.9800 -5.1522 0.129
H 1.5687 -2.5474 -7.0080 0.094
H 3.4984 -4.4776 -6.6906 0.068
H 3.6892 -5.0940 -5.0382 0.072
H 4.7149 -3.7824 -5.6123 0.073
C -3.9975 3.3087 -1.6169 -0.185
Si -3.9998 1.6534 -0.7930 0.475
C -4.9765 0.5687 -1.9664 -0.172
C -4.7992 1.6394 0.8645 -0.166
C -2.2940 0.8267 -0.6964 -0.083
C -1.6141 -0.1199 -0.9713 -0.117
H -5.0397 3.6316 -1.7203 0.045
H -3.5623 3.2423 -2.6201 0.035
H -3.4671 4.0726 -1.0510 -0.018
H -5.9593 1.0293 -2.1094 0.040
H -5.1343 -0.4487 -1.5967 0.013
H -4.4836 0.4997 -2.9453 0.044
H -5.8887 1.6502 0.7600 0.042
H -4.4795 2.5188 1.4394 0.027
H -4.5035 0.7536 1.4343 0.040
F 0.2833 1.8640 -0.0487 -0.333
Sb -1.2366 4.3113 0.8547 1.499
F 0.5269 4.9630 0.3030 -0.550
F -0.2664 3.2411 2.1864 -0.450
F -2.1453 1.6783 1.8663 -0.336
F -0.9980 5.7884 2.0174 -0.461
F -3.0487 4.4496 1.6973 -0.567
```

Calculated values
**Kohn-Sham gap**: 6.4 eV
**Spin multiplicity**: 1
**Total charge**: -1
**HOMO**: -5.8 eV

Version 2
ORCA calculation (ωB97M-V/def2-TZVPD) on a molecular structure, C25H35BF6N10O3SbSiTi.

Geometry as XYZ:
```
83
Properties=species:S:1:pos:R:3:lowdin_charge:R:1
Ti 0.6573 0.8428 1.3798 1.157
N 3.3281 -1.6885 0.1635 0.046
C 3.7630 -0.7834 1.2230 -0.195
C 2.9359 -0.8932 2.4918 -0.469
O 3.3148 -1.5630 3.4370 0.055
N 1.6858 -0.2720 2.5302 -0.085
C 0.9165 -0.5056 3.7483 -0.116
C -0.5699 -0.4571 3.4297 -0.586
O -1.4304 -0.7354 4.2265 0.090
O -0.8222 -0.0563 2.1837 -0.174
H 3.2140 -2.6354 0.5025 0.059
H 2.4471 -1.3915 -0.2358 0.028
H 3.7749 0.2302 0.8364 0.058
H 4.7811 -1.0391 1.5140 0.120
H 1.1214 0.2551 4.5078 0.145
H 1.1697 -1.4708 4.1865 0.128
C 0.3868 -3.2739 1.5777 -0.010
C 0.3545 -2.9671 0.1162 -0.358
C 0.8955 -3.7308 -0.9424 -0.031
C 0.5390 -3.0504 -2.0769 -0.067
N -0.1424 -1.9437 -1.7071 0.016
N -0.2509 -1.8864 -0.3485 0.128
B -1.0813 -1.0970 -2.5680 -0.655
N -0.5664 0.2864 -2.8901 -0.030
C 0.7089 0.7258 -2.9505 -0.074
C 0.6881 1.9969 -3.4634 -0.018
C -0.6789 2.2599 -3.7082 -0.369
C -1.2917 3.4939 -4.2861 -0.049
N -1.4279 1.2221 -3.3758 0.120
N -2.4127 -0.9444 -1.6830 0.137
C -3.3670 -1.8470 -1.5425 -0.002
C -4.1324 -1.5736 -0.4081 0.034
C -3.5793 -0.4535 0.1632 -0.203
C -3.9534 0.3267 1.3673 0.020
N -2.5297 -0.0889 -0.6255 0.033
N -1.4355 -1.8234 -3.8635 -0.001
C -1.2512 -1.3766 -5.1241 -0.059
C -1.6686 -2.3620 -5.9851 -0.027
C -2.1118 -3.4034 -5.1447 -0.362
C -2.6603 -4.7395 -5.5317 -0.045
N -1.9669 -3.0731 -3.8719 0.097
H 0.1967 -4.3351 1.7435 0.083
H -0.3813 -2.7029 2.0958 0.070
H 1.3549 -3.0385 2.0244 0.065
H 1.4508 -4.6511 -0.8762 0.101
H 0.6949 -3.2823 -3.1173 0.122
H 1.5271 0.1193 -2.6030 0.123
H 1.5323 2.6468 -3.6231 0.103
H -0.9780 3.6365 -5.3220 0.073
H -0.9939 4.3843 -3.7285 0.067
H -2.3780 3.4127 -4.2660 0.069
H -3.4112 -2.6561 -2.2542 0.116
H -4.9785 -2.1272 -0.0431 0.112
H -4.8483 -0.1019 1.8122 0.091
H -4.1484 1.3674 1.1020 0.089
H -3.1401 0.3038 2.0937 0.077
H -0.8462 -0.3963 -5.3109 0.116
H -1.6585 -2.3389 -7.0616 0.093
H -3.0137 -4.7279 -6.5623 0.069
H -3.4903 -5.0184 -4.8832 0.070
H -1.8977 -5.5157 -5.4460 0.073
C 0.0278 4.8178 -0.4531 -0.166
Si -1.4907 3.9501 0.1370 0.468
C -2.9634 4.3466 -0.9514 -0.167
C -1.9285 4.3012 1.9136 -0.167
C -1.3428 2.0902 -0.0740 -0.035
C -1.7939 1.0233 -0.4222 -0.082
H -0.1868 5.8829 -0.5816 0.042
H 0.3515 4.4187 -1.4184 0.023
H 0.8545 4.7414 0.2570 -0.008
H -3.1491 5.4235 -0.9707 0.034
H -3.8654 3.8529 -0.5822 0.029
H -2.7902 4.0075 -1.9732 0.009
H -2.3786 5.2948 1.9874 0.034
H -1.0437 4.2695 2.5467 0.028
H -2.6491 3.5745 2.2953 0.031
F 1.3978 0.7702 -0.2234 -0.333
Sb 3.6368 3.4118 0.1778 1.471
F 4.6962 1.7995 -0.3611 -0.582
F 2.8805 2.1672 1.5005 -0.493
F 0.4274 2.3649 2.2494 -0.318
F 5.2184 3.9141 1.1280 -0.494
F 2.7245 4.7708 1.3567 -0.592
```

Calculated values
**Kohn-Sham gap**: 8.2 eV
**Spin multiplicity**: 1
**Total charge**: -1
**HOMO**: -6.4 eV

Relative energy of each structure, in eV: version 1 2.937; version 2 0.000.

Version 1
ORCA calculation (ωB97M-V/def2-TZVPD) on a single C6H14 molecule.

Geometry as XYZ:
```
20
Properties=species:S:1:pos:R:3:lowdin_charge:R:1
C 2.5717 0.0089 -0.2034 -0.117
C 1.2348 -0.7309 -0.2805 -0.248
C 0.0167 0.0141 0.2877 -0.418
C -0.0348 1.4733 -0.1502 -0.080
C -1.2486 -0.7331 -0.1505 -0.257
C -2.5359 -0.3449 0.5687 -0.111
H 2.8285 0.2990 0.8222 0.077
H 3.3850 -0.6153 -0.5855 0.068
H 2.5702 0.9204 -0.8113 0.065
H 1.0305 -0.9847 -1.3316 0.113
H 1.2942 -1.6832 0.2636 0.109
H 0.0986 -0.0208 1.3839 0.139
H -0.9200 1.9852 0.2440 0.071
H 0.8485 2.0180 0.1954 0.070
H -0.0625 1.5224 -1.2461 0.090
H -1.0828 -1.8119 -0.0306 0.109
H -1.3740 -0.5637 -1.2303 0.114
H -2.7979 0.7054 0.4001 0.064
H -3.3688 -0.9554 0.2042 0.069
H -2.4532 -0.5028 1.6501 0.075
```

Calculated values
**Kohn-Sham gap**: 12.2 eV
**Spin multiplicity**: 1
**Total charge**: 0
**HOMO**: -10.9 eV

Version 2
ORCA calculation (ωB97M-V/def2-TZVPD) on a single C6H14 molecule.

Geometry as XYZ:
```
20
Properties=species:S:1:pos:R:3:lowdin_charge:R:1
C 1.7012 0.3431 -1.8210 -0.107
C 0.2935 0.0593 -1.3172 -0.259
C 0.1363 0.1395 0.2265 -0.389
C 0.2616 1.5976 0.6588 -0.069
C -1.2516 -0.4887 0.5972 -0.250
C -1.2593 -1.6027 1.6191 -0.121
H 1.7650 1.3388 -2.2134 0.065
H 2.4316 -0.0376 -1.1016 0.079
H 1.9761 -0.4123 -2.5737 0.070
H -0.0644 -0.9527 -1.5469 0.103
H -0.5124 0.6629 -1.7433 0.112
H 0.8129 -0.6105 0.6466 0.127
H 1.0331 2.0133 -0.0115 0.065
H 0.6573 1.7698 1.6539 0.075
H -0.5935 2.2026 0.3648 0.083
H -1.8305 0.2939 1.1288 0.104
H -1.7955 -0.6496 -0.3347 0.099
H -0.6027 -1.3233 2.4448 0.073
H -2.2408 -1.7646 2.0687 0.068
H -0.9178 -2.5788 1.2542 0.071
```

Calculated values
**Kohn-Sham gap**: 11.7 eV
**Spin multiplicity**: 1
**Total charge**: 0
**HOMO**: -10.5 eV

Relative energy of each structure, in eV: version 1 0.000; version 2 0.931.

Version 1
ORCA calculation (ωB97M-V/def2-TZVPD) on a single C6H14 molecule.

Geometry as XYZ:
```
20
Properties=species:S:1:pos:R:3:lowdin_charge:R:1
C 0.2570 2.1285 -1.1837 -0.112
C 1.0860 0.8397 -1.0074 -0.261
C 0.2491 -0.4118 -0.7516 -0.218
C -0.4117 -0.4586 0.6247 -0.438
C -1.7640 -1.1591 0.7163 -0.094
C 0.6263 -1.0097 1.6017 -0.085
H -0.8229 2.0166 -1.2623 0.067
H 0.3665 2.8264 -0.3473 0.067
H 0.6111 2.6438 -2.0788 0.065
H 1.7733 1.0873 -0.1931 0.093
H 1.7653 0.6969 -1.8522 0.102
H 0.7731 -1.3677 -0.9503 0.115
H -0.3448 -0.4855 -1.6848 0.118
H -0.7679 0.5472 0.8841 0.127
H -2.4755 -0.5173 0.1861 0.075
H -2.1145 -1.3631 1.7501 0.080
H -1.7992 -2.1727 0.2848 0.077
H 1.4779 -0.3302 1.5204 0.066
H 0.2669 -1.3162 2.5914 0.076
H 1.2089 -1.9273 1.3773 0.082
```

Calculated values
**Kohn-Sham gap**: 11.6 eV
**Spin multiplicity**: 1
**Total charge**: 0
**HOMO**: -10.5 eV

Version 2
ORCA calculation (ωB97M-V/def2-TZVPD) on a molecular structure, C6H14.

Geometry as XYZ:
```
20
Properties=species:S:1:pos:R:3:lowdin_charge:R:1
C -2.5385 0.6263 -0.5901 -0.139
C -1.7597 -0.6956 -0.5241 -0.280
C -0.4360 -0.5714 0.3263 -0.105
C 0.7387 0.0278 -0.2825 -0.292
C 1.6904 0.9642 0.2699 -0.148
C 2.4583 -0.4492 0.0707 -0.134
H -3.5606 0.4121 -0.7435 0.040
H -2.4796 1.3132 0.2762 0.071
H -2.0366 1.2219 -1.3803 0.072
H -1.4955 -1.0171 -1.5636 0.103
H -2.4352 -1.4172 -0.0026 0.095
H -0.2689 -0.0495 3.7865 0.026
H -0.5089 -1.2254 1.1460 0.045
H 0.7847 0.1127 -1.3419 0.105
H 1.2848 1.3608 1.2111 0.108
H -0.5559 0.3077 3.1335 0.006
H 1.9963 1.8022 -0.4120 0.125
H 2.2301 -1.1147 0.9480 0.108
H 2.5328 -0.9776 -0.8628 0.085
H 3.5932 -0.1412 0.1840 0.108
```

Calculated values
**Kohn-Sham gap**: 7.8 eV
**Spin multiplicity**: 1
**Total charge**: 0
**HOMO**: -6.8 eV

Relative energy of each structure, in eV: version 1 0.000; version 2 5.064.

Version 1
ORCA calculation (ωB97M-V/def2-TZVPD) on a molecular structure, C6H14.

Geometry as XYZ:
```
20
Properties=species:S:1:pos:R:3:lowdin_charge:R:1
C -2.4378 0.4978 -0.3700 -0.076
C -1.7775 -0.7102 0.3594 -0.272
C -0.2378 -0.4764 0.5365 -0.486
C 1.0103 -1.1902 0.9558 -0.025
C -0.1250 1.0129 0.6842 -0.121
C 1.0954 1.3863 -0.3625 -0.136
H -2.2543 0.4944 -1.5478 0.115
H -1.3376 1.1037 0.0710 0.051
H -3.4454 0.6324 0.2367 0.108
H -2.3311 -0.7948 1.3793 0.123
H -2.0027 -1.6456 -0.2395 0.112
H 0.3211 -0.9007 -0.5489 0.159
H 0.9955 -1.4061 2.0502 0.047
H 1.5015 -2.0433 0.4954 0.045
H 2.9870 -0.5167 -1.6535 0.005
H 3.4798 -0.9113 -2.0935 0.035
H 0.2862 1.2207 1.6940 0.118
H 2.0083 0.9311 0.2276 0.073
H 1.3519 2.5004 -0.5658 0.078
H 0.9121 0.8156 -1.3085 0.046
```

Calculated values
**Kohn-Sham gap**: 5.5 eV
**Spin multiplicity**: 1
**Total charge**: 0
**HOMO**: -7.1 eV

Version 2
ORCA calculation (ωB97M-V/def2-TZVPD) on a single C6H14 molecule.

Geometry as XYZ:
```
20
Properties=species:S:1:pos:R:3:lowdin_charge:R:1
C 1.5788 2.0662 1.1162 -0.091
C 0.5576 0.9164 1.4756 -0.270
C -0.6343 0.5609 0.5611 -0.227
C -0.1959 0.1565 -0.8509 -0.222
C -1.0016 -1.0218 -1.4682 -0.282
C -0.6703 -2.3966 -0.9188 -0.115
H 0.9903 2.9526 0.9153 0.068
H 2.2012 1.9741 2.0049 0.064
H 2.2273 1.7290 0.3091 0.059
H 1.1454 -0.0084 1.5404 0.100
H 0.0875 1.1926 2.4243 0.096
H -1.1928 -0.2897 0.9670 0.099
H -1.3392 1.3971 0.6432 0.106
H 0.8227 -0.2646 -0.7916 0.102
H -0.0413 0.9725 -1.5621 0.107
H -2.0812 -0.8699 -1.5631 0.107
H -0.6371 -0.9579 -2.4969 0.094
H 0.3973 -2.5061 -0.7392 0.072
H -1.0626 -3.1211 -1.6255 0.069
H -1.1517 -2.4817 0.0593 0.066
```

Calculated values
**Kohn-Sham gap**: 11.6 eV
**Spin multiplicity**: 1
**Total charge**: 0
**HOMO**: -10.4 eV

Version 3
ORCA calculation (ωB97M-V/def2-TZVPD) on a single C6H14 molecule.

Geometry as XYZ:
```
20
Properties=species:S:1:pos:R:3:lowdin_charge:R:1
C 2.7953 0.2725 -0.2432 -0.121
C 1.3971 -0.2840 -0.4910 -0.273
C 0.3331 0.4751 0.3075 -0.217
C -1.0250 -0.1786 0.2933 -0.506
C -2.0914 0.4437 1.1557 -0.091
C -1.5474 -0.5546 -1.1022 -0.066
H 2.8603 1.3206 -0.5589 0.073
H 3.5556 -0.2911 -0.7931 0.068
H 3.0489 0.2303 0.8224 0.072
H 1.1784 -0.2396 -1.5665 0.098
H 1.3611 -1.3476 -0.2117 0.114
H 0.2783 1.5153 -0.0394 0.127
H 0.6166 0.4785 1.3650 0.116
H -0.8080 -1.2363 0.8416 0.153
H -3.0288 -0.1195 1.0540 0.080
H -1.7470 0.3682 2.1877 0.076
H -2.2940 1.4880 0.8972 0.085
H -2.6157 -0.4142 -1.3190 0.074
H -0.9190 -0.4109 -1.9895 0.067
H -1.3481 -1.5158 -0.6099 0.070
```

Calculated values
**Kohn-Sham gap**: 10.9 eV
**Spin multiplicity**: 1
**Total charge**: 0
**HOMO**: -9.7 eV

Version 4
ORCA calculation (ωB97M-V/def2-TZVPD) on 2 unconnected molecules or ions with the total composition C6H14.

Geometry as XYZ:
```
20
Properties=species:S:1:pos:R:3:lowdin_charge:R:1
C -2.5183 -0.6751 1.2177 -0.121
C -1.5394 0.0033 0.4402 -0.359
C -0.0744 -0.3596 0.5740 -0.196
C 0.9326 0.5662 -0.1224 -0.447
C 2.3476 0.2133 0.3429 -0.090
C 0.8510 0.5308 -1.6491 -0.098
H -2.2865 -1.6441 1.6447 0.060
H -2.3183 -0.7710 -0.2354 0.103
H -3.4922 -0.2329 1.3845 0.053
H -1.6978 -0.4396 -1.1586 0.122
H -1.7584 1.0395 0.1845 0.127
H 0.0742 -1.4001 0.2615 0.132
H 0.1126 -0.3338 1.6578 0.126
H 0.7180 1.5943 0.2085 0.135
H 3.0858 0.8878 -0.1047 0.077
H 2.4433 0.2823 1.4329 0.077
H 2.6094 -0.8105 0.0459 0.083
H 1.6225 1.1767 -2.0853 0.076
H 1.0124 -0.4886 -2.0216 0.084
H -0.1241 0.8611 -2.0180 0.056
```

Calculated values
**Kohn-Sham gap**: 8.1 eV
**Spin multiplicity**: 1
**Total charge**: 0
**HOMO**: -7.1 eV

Relative energy of each structure, in eV: version 1 10.069; version 2 0.000; version 3 0.814; version 4 4.355.

Version 1
ORCA calculation (ωB97M-V/def2-TZVPD) on a gas-phase ion, C5H8N (charge +1).

Geometry as XYZ:
```
14
Properties=species:S:1:pos:R:3:lowdin_charge:R:1
C -0.8128 1.1574 -1.4555 -0.054
C -0.0670 1.5372 -0.1999 -0.095
N 0.3566 0.7588 0.7061 0.007
C 1.1963 0.4421 1.8714 0.228
C 0.6646 -0.5728 1.1759 -0.136
C 0.4339 -1.9642 0.9002 -0.008
H -1.9209 1.5360 -1.7613 0.151
H -0.2786 1.7080 -2.2481 0.076
H -0.6103 0.0124 -1.6727 0.114
H -0.0071 2.6585 0.1530 0.184
H 1.3892 1.0929 2.6801 0.128
H 1.5417 -2.4683 0.9270 0.174
H -0.1690 -2.0573 -0.0383 0.102
H -0.0707 -2.5385 1.7507 0.129
```

Calculated values
**Kohn-Sham gap**: 10.1 eV
**Spin multiplicity**: 1
**Total charge**: +1
**HOMO**: -14.4 eV

Version 2
ORCA calculation (ωB97M-V/def2-TZVPD) on a gas-phase ion, C5H8N (charge +1).

Geometry as XYZ:
```
14
Properties=species:S:1:pos:R:3:lowdin_charge:R:1
C 2.3894 -0.0278 -0.4038 0.167
C 1.0928 -0.2006 -0.6302 -0.214
C 0.1286 -0.8053 -1.5312 0.006
N -0.2430 -0.2955 -0.2346 0.038
C -1.3252 0.1571 0.3578 0.016
C -1.2565 0.9016 1.6106 0.011
H 3.0029 -0.2157 -1.3521 0.135
H 2.7215 0.2224 0.5539 0.063
H -0.2741 -0.5719 -2.4704 0.116
H 0.0739 -1.9740 -1.4817 0.178
H -2.1564 -0.1428 -0.1248 0.121
H -1.7031 0.2378 2.3778 0.124
H -2.2096 1.5576 1.5782 0.152
H -0.2414 1.1573 1.7505 0.086
```

Calculated values
**Kohn-Sham gap**: 9.6 eV
**Spin multiplicity**: 1
**Total charge**: +1
**HOMO**: -14.8 eV

Version 3
ORCA calculation (ωB97M-V/def2-TZVPD) on a molecular structure, C5H8N.

Geometry as XYZ:
```
14
Properties=species:S:1:pos:R:3:lowdin_charge:R:1
C -0.1217 -1.7389 0.1841 0.094
C -1.0548 -0.9119 0.3505 -0.037
C -0.7086 0.8972 -0.5954 0.015
C 0.6087 -0.4818 -0.3483 -0.252
C 1.7910 -0.2251 0.5082 -0.045
N -1.7429 0.3362 0.2506 0.072
H -0.3494 1.8703 -0.5292 0.110
H -0.8258 0.5083 -1.5805 0.112
H 0.7291 -0.7727 -1.4412 0.159
H 1.6172 -0.6870 1.5413 0.134
H 1.9452 0.7770 0.5682 0.051
H 2.6498 -0.6224 0.0660 0.085
H -2.7090 0.3003 -0.2468 0.244
H -1.8287 0.7504 1.2724 0.258
```

Calculated values
**Kohn-Sham gap**: 9.7 eV
**Spin multiplicity**: 1
**Total charge**: +1
**HOMO**: -14.2 eV

Relative energy of each structure, in eV: version 1 0.532; version 2 0.000; version 3 3.763.